Computed, not measured: an isolated molecule of C14H16F3NO2, with ωB97M-V/def2-TZVPD.

Computed properties:
Relative energy (zero: lowest compared OMol25 entry of this formula, charge and spin): 0.0 kJ/mol
2S+1: 1
F_max: 0.59 eV/A
E_tot: -28516.5590 eV
Kohn-Sham gap: 0.37376 Ha
Net charge: 0

Each atom is followed by the atoms it is bonded to, with distances in Å.
Atoms and positions in Å:
1 C 2.81 0.48 2.27  C2 1.525, H21 1.086, H22 1.087, H23 1.087
2 C 2.37 0.55 0.81  C1 1.525, N3 1.446, C16 1.544, H24 1.094
3 N 0.93 0.69 0.75  C2 1.446, C4 1.346, H25 1.008
4 C 0.30 1.56 -0.06  N3 1.346, O5 1.217, C6 1.501
5 O 0.87 2.40 -0.72  C4 1.217
6 C -1.20 1.45 -0.07  C4 1.501, C7 1.392, C15 1.389
7 C -1.94 2.60 -0.33  C6 1.392, C8 1.382, H26 1.080
8 C -3.32 2.55 -0.38  C7 1.382, C9 1.385, H27 1.079
9 C -3.98 1.35 -0.19  C8 1.385, C10 1.388, H28 1.079
10 C -3.25 0.20 0.04  C9 1.388, C11 1.502, C15 1.388
11 C -3.94 -1.12 0.25  C10 1.502, F12 1.345, F13 1.339, F14 1.349
12 F -3.30 -2.13 -0.35  C11 1.345
13 F -5.20 -1.14 -0.20  C11 1.339
14 F -3.99 -1.45 1.56  C11 1.349
15 C -1.86 0.24 0.11  C6 1.389, C10 1.388, H29 1.081
16 C 2.77 -0.73 0.05  C2 1.544, C17 1.543, O20 1.425, H30 1.099
17 C 2.50 -0.64 -1.47  C16 1.543, C18 1.530, H31 1.089, H32 1.087
18 C 1.35 -1.63 -1.69  C17 1.530, C19 1.527, H33 1.091, H34 1.087
19 C 1.55 -2.60 -0.53  C18 1.527, O20 1.412, H35 1.100, H36 1.091
20 O 2.00 -1.81 0.56  C16 1.425, C19 1.412
21 H 3.90 0.47 2.33  C1 1.086
22 H 2.45 1.35 2.82  C1 1.087
23 H 2.43 -0.42 2.73  C1 1.087
24 H 2.80 1.42 0.32  C2 1.094
25 H 0.42 -0.02 1.24  N3 1.008
26 H -1.40 3.52 -0.49  C7 1.080
27 H -3.88 3.45 -0.57  C8 1.079
28 H -5.06 1.31 -0.24  C9 1.079
29 H -1.32 -0.68 0.27  C15 1.081
30 H 3.84 -0.92 0.24  C16 1.099
31 H 3.38 -0.95 -2.02  C17 1.089
32 H 2.24 0.37 -1.77  C17 1.087
33 H 0.39 -1.12 -1.60  C18 1.091
34 H 1.40 -2.13 -2.65  C18 1.087
35 H 2.31 -3.35 -0.78  C19 1.100
36 H 0.64 -3.11 -0.21  C19 1.091

Here is what Mulliken gives for the atomic charges, in e: number 1, C, carries -1.5828; number 2, C, carries -0.3384; number 3, N, carries -0.0875; number 4, C, carries 0.4179; number 5, O, carries -0.6751; number 6, C, carries 1.0302; number 7, C, carries -0.7708; number 8, C, carries -0.5803; number 9, C, carries -0.8252; number 10, C, carries -0.5389; number 11, C, carries 1.0283; number 12, F, carries -0.2628; number 13, F, carries -0.2788; number 14, F, carries -0.2608; number 15, C, carries -0.1376; number 16, C, carries 0.1629; number 17, C, carries -0.9595; number 18, C, carries -0.2721; number 19, C, carries -0.6228; number 20, O, carries -0.5075; number 21, H, carries 0.4012; number 22, H, carries 0.4223; number 23, H, carries 0.3234; number 24, H, carries 0.4829; number 25, H, carries 0.3443; number 26, H, carries 0.4923; number 27, H, carries 0.4047; number 28, H, carries 0.4678; number 29, H, carries 0.3263; number 30, H, carries 0.5429; number 31, H, carries 0.3736; number 32, H, carries 0.3490; number 33, H, carries 0.0061; number 34, H, carries 0.4417; number 35, H, carries 0.3315; number 36, H, carries 0.3516